C37H48N4OPPbSSi3 as an isolated structure, computed with ωB97M-V with the def2-TZVPD basis set.

Values from the calculation:
HOMO energy: -15.38 eV
E_LUMO: -0.3335 Ha
charge: +3
multiplicity: 1
gap between HOMO and LUMO: 0.23158 Eh
M: 919.32 g mol⁻¹

Element x y z (Å)
Pb: 0.601 0.616 0.195
O: 1.867 0.252 3.266
N: 0.868 -0.681 2.964
C: 0.154 -0.944 3.980
C: -0.983 -1.877 3.943
C: -1.422 -2.305 5.189
C: -2.473 -3.205 5.327
C: -3.142 -3.650 4.203
C: -2.751 -3.194 2.952
C: -1.658 -2.331 2.786
P: -1.336 -1.777 1.094
C: -0.511 -3.575 -0.073
C: 0.575 -3.544 0.854
C: 0.622 -4.406 1.927
C: -0.381 -5.357 2.085
C: -1.429 -5.451 1.166
C: -1.498 -4.578 0.105
C: -3.053 -1.539 0.538
C: -3.711 -2.144 -0.529
C: -5.004 -1.763 -0.854
C: -5.642 -0.769 -0.126
C: -4.984 -0.147 0.926
C: -3.697 -0.532 1.267
H: 2.597 0.029 2.660
H: 0.414 -0.513 4.945
H: -0.929 -1.928 6.075
H: -2.777 -3.533 6.311
H: -3.988 -4.317 4.294
H: -3.335 -3.484 2.090
H: 1.383 -2.838 0.693
H: 1.446 -4.360 2.625
H: -0.335 -6.052 2.913
H: -2.176 -6.224 1.278
H: -2.276 -4.696 -0.636
H: -3.235 -2.919 -1.108
H: -5.516 -2.249 -1.673
H: -6.656 -0.487 -0.371
H: -5.482 0.619 1.503
H: -3.200 -0.044 2.098
C: -0.363 -2.872 -1.408
Si: 0.841 0.254 -3.416
C: -0.297 -0.170 -4.795
C: 2.377 -0.766 -3.451
C: 0.577 1.476 -2.198
Si: 2.015 2.765 -2.374
C: 1.588 4.357 -1.507
C: 3.599 2.108 -1.639
C: 2.241 3.058 -4.208
Si: -1.133 2.262 -2.217
C: -2.421 0.905 -2.076
C: -1.493 3.382 -3.654
C: -1.288 3.221 -0.584
C: -2.007 4.403 -0.465
C: -2.132 5.019 0.773
C: -1.535 4.436 1.880
C: -0.830 3.262 1.703
N: -0.710 2.674 0.507
H: -0.002 -3.584 -2.152
H: -1.302 -2.459 -1.773
H: 0.374 -2.069 -1.334
H: -0.572 -1.227 -4.759
H: 0.243 -0.023 -5.736
H: -1.205 0.428 -4.822
H: 2.227 -1.684 -4.021
H: 2.729 -1.012 -2.448
H: 3.179 -0.211 -3.945
H: 1.373 4.219 -0.447
H: 0.745 4.879 -1.958
H: 2.451 5.022 -1.581
H: 3.598 2.201 -0.550
H: 4.434 2.702 -2.015
H: 3.796 1.067 -1.888
H: 1.294 3.214 -4.726
H: 2.763 2.228 -4.695
H: 2.851 3.946 -4.383
H: -2.281 0.111 -2.810
H: -3.423 1.309 -2.225
H: -2.412 0.450 -1.080
H: -1.337 2.863 -4.601
H: -0.862 4.270 -3.661
H: -2.532 3.713 -3.640
H: -2.462 4.847 -1.339
H: -2.680 5.946 0.872
H: -1.605 4.883 2.861
H: -0.328 2.780 2.534
S: 3.317 -0.723 0.667
C: 4.654 0.151 1.262
N: 5.887 -0.428 1.233
C: 7.001 0.196 1.665
C: 6.895 1.461 2.162
C: 5.607 2.005 2.210
N: 4.524 1.374 1.785
H: 5.950 -1.370 0.859
H: 7.928 -0.355 1.596
H: 7.759 2.006 2.509
H: 5.446 2.995 2.618

These are the Mulliken partial charges, in e, on atoms 1 to 6:
1 Pb 1.798
2 O -0.580
3 N 0.468
4 C -1.104
5 C 0.803
6 C -0.936